Computed, not measured: 5 unconnected molecules or ions with the total composition C23H22BBrF38NO6P in a non-equilibrium geometry, with the ωB97M-V functional and the def2-TZVPD basis.

Values from the calculation:
- E: -8131.123600 Eh
- E_HOMO: -9.933 eV
- Relative energy (zero: lowest compared OMol25 entry of this formula, charge and spin): 0.000 eV
- Multiplicity: 1
- Net charge: 0
- SMILES: COB(O)P(N)(F)(Br)C(F)(F)C(F)(F)F.FC(F)C(F)(F)COC(F)(F)C(F)F.FC(F)C(F)(F)COC(F)(F)C(F)F.FC(F)C(F)(F)COC(F)(F)C(F)F.FC(F)C(F)(F)COC(F)(F)C(F)F

Last column: Mulliken charge in e.
CARTESIAN COORDINATES (ANGSTROEM)
C 3.722 0.820 1.631  -0.855
O 2.853 -0.286 1.375  -0.261
B 1.838 -0.123 0.514  0.715
O 2.055 0.023 -0.826  -0.576
P -0.097 -0.125 1.109  0.487
N -1.064 -1.489 1.246  -0.523
F -0.583 0.089 -0.455  -0.493
Br 0.578 -0.399 3.373  -0.441
C -0.828 1.583 1.557  0.727
F 0.174 2.487 1.719  -0.297
F -1.528 1.497 2.715  -0.274
C -1.839 2.190 0.548  0.523
F -2.806 1.322 0.243  -0.233
F -2.420 3.240 1.119  -0.262
F -1.249 2.613 -0.559  -0.238
H 3.551 1.654 0.948  0.407
H 4.757 0.505 1.518  0.281
H 3.562 1.147 2.655  0.311
H 1.657 0.803 -1.225  0.319
H -1.925 -1.346 0.721  0.184
H -1.347 -1.590 2.216  0.352
F -5.060 -1.303 -1.659  -0.218
C -4.969 -0.886 -0.383  0.303
F -4.134 -1.737 0.272  -0.344
C -6.330 -0.908 0.314  0.838
F -6.785 -2.175 0.395  -0.279
F -6.080 -0.477 1.584  -0.320
C -7.430 0.013 -0.236  -0.791
O -8.407 -0.562 -1.086  -0.408
C -8.236 -0.658 -2.434  0.797
F -7.131 -0.014 -2.858  -0.203
F -9.295 -0.058 -3.024  -0.337
C -8.242 -2.113 -2.917  0.187
F -7.258 -2.812 -2.329  -0.214
F -8.029 -2.111 -4.256  -0.235
H -4.536 0.113 -0.360  0.236
H -7.995 0.314 0.644  0.415
H -7.010 0.925 -0.661  0.368
H -9.204 -2.579 -2.698  0.260
F -7.369 1.918 -6.540  -0.234
C -6.628 1.525 -5.485  0.443
F -6.526 2.573 -4.633  -0.272
C -5.220 1.106 -5.912  0.930
F -4.554 2.165 -6.417  -0.283
F -4.596 0.745 -4.751  -0.277
C -5.086 -0.100 -6.853  -0.945
O -4.885 0.158 -8.230  -0.414
C -5.917 0.323 -9.109  0.853
F -7.112 0.049 -8.561  -0.287
F -5.729 -0.557 -10.121  -0.307
C -5.898 1.717 -9.750  0.177
F -5.999 2.672 -8.808  -0.216
F -6.954 1.822 -10.586  -0.256
H -7.132 0.707 -4.974  -0.041
H -4.160 -0.581 -6.542  0.446
H -5.883 -0.826 -6.686  0.413
H -4.972 1.857 -10.310  0.242
F 9.306 3.059 2.681  -0.210
C 9.458 4.334 3.089  0.077
F 10.774 4.556 3.295  -0.272
C 8.710 4.585 4.401  0.881
F 9.252 3.844 5.387  -0.270
F 8.942 5.898 4.693  -0.329
C 7.182 4.421 4.400  -0.713
O 6.657 3.209 4.908  -0.377
C 6.462 2.105 4.137  0.854
F 6.649 2.353 2.826  -0.303
F 5.170 1.726 4.298  -0.331
C 7.293 0.905 4.606  0.189
F 8.606 1.179 4.580  -0.228
F 7.058 -0.121 3.747  -0.250
H 9.104 5.012 2.307  0.292
H 6.830 5.171 5.106  0.399
H 6.752 4.679 3.433  0.321
H 7.003 0.619 5.619  0.276
F 5.515 -5.761 3.382  -0.229
C 6.387 -4.895 3.929  0.085
F 6.907 -5.467 5.040  -0.268
C 5.695 -3.590 4.332  0.855
F 4.798 -3.831 5.310  -0.278
F 6.687 -2.819 4.871  -0.308
C 5.052 -2.741 3.225  -0.395
O 3.654 -2.845 3.046  -0.190
C 3.090 -3.792 2.238  0.656
F 4.008 -4.486 1.541  -0.311
F 2.307 -3.157 1.338  -0.270
C 2.158 -4.721 3.025  0.284
F 2.834 -5.353 4.003  -0.242
F 1.659 -5.650 2.179  -0.274
H 7.198 -4.698 3.223  0.283
H 5.195 -1.714 3.554  0.064
H 5.589 -2.835 2.280  0.422
H 1.341 -4.144 3.461  0.229